Record 1
This record from the OMol25 dataset describes C6H14N3W as an isolated structure at a distorted geometry. The level of theory is ωB97M-V/def2-TZVPD.

Last column: Löwdin charge in e.
Geometry (Å):
C  -0.56659  -0.55699  -2.83158  -0.35
W  -0.92047  -1.10090  -0.83523  1.21
N  -1.20526  -2.61897  0.75382  -0.15
H  0.43806  -2.12513  -1.06005  -0.03
H  -0.44236  -2.68540  1.44860  0.07
H  -2.48773  -1.76491  -0.72337  -0.05
H  -0.57168  -1.46683  -3.46193  0.01
H  0.32066  -0.00072  -3.09893  -0.01
H  -1.43615  0.07371  -3.10379  0.00
H  -2.06107  -2.45313  1.29632  0.06
H  -1.33650  -3.57620  0.39650  0.08
N  1.59396  -0.79396  0.95906  0.08
C  1.10377  0.52188  0.82681  -0.35
C  1.65980  1.62366  1.46681  0.00
C  0.99718  2.83896  1.41405  -0.01
C  -0.20463  2.90733  0.69559  -0.04
C  -0.70902  1.79820  0.03577  -0.08
N  -0.06859  0.57856  0.13377  -0.11
H  1.90423  -1.20005  0.06452  0.07
H  2.38153  -0.81946  1.60903  0.10
H  2.59513  1.44197  2.00341  0.13
H  1.40864  3.72012  1.91338  0.13
H  -0.75596  3.84058  0.64199  0.12
H  -1.63694  1.81768  -0.54452  0.13

## Properties
**Spin multiplicity**: 3
**Orbital gap (spin up / spin down)**: 6.797 / 9.150 eV
**Total charge**: +1
**LUMO (spin up / spin down)**: -4.17 / -4.09 eV



Record 2
This record from the OMol25 dataset describes C46H63ClF3MoN2OP2S2Si as an isolated structure at a distorted geometry. The level of theory is ωB97M-V/def2-TZVPD.

Last column: Löwdin charge in e.
Geometry (Å):
Mo  11.23121  10.78254  12.51014  0.97
C  7.57804  10.93140  11.23250  -0.18
Si  9.01850  11.93586  11.91847  0.58
C  9.69341  13.27653  10.79038  -0.31
C  8.68190  13.90266  10.06401  -0.12
C  8.86484  15.15227  9.51376  -0.05
C  10.08748  15.77236  9.70556  -0.05
C  11.14882  15.14568  10.31674  -0.15
C  10.96984  13.86642  10.87308  -0.38
P  12.15004  13.07834  12.04676  1.03
C  12.40789  14.31547  13.34101  -0.42
C  13.29540  15.44451  12.77199  -0.19
C  13.92188  16.23969  13.91067  -0.16
C  12.97880  16.35401  15.15139  -0.17
C  11.51790  16.25695  14.71489  -0.17
C  11.18441  14.89831  14.03593  -0.16
C  13.82471  12.32898  11.88017  -0.42
C  15.19776  13.01919  11.67088  -0.23
C  16.04386  13.30535  12.89551  -0.18
C  16.20831  12.06318  13.79101  -0.16
C  14.79732  11.72864  14.28241  -0.21
C  13.90824  11.34039  13.11742  -0.23
C  8.23744  12.70669  13.43217  -0.30
C  7.17280  13.62310  13.28651  -0.06
C  6.51270  14.03277  14.41808  -0.05
C  6.87532  13.55258  15.66748  -0.05
C  7.91392  12.67016  15.82426  -0.08
C  8.57781  12.24468  14.69310  -0.42
P  9.84109  10.97420  14.75260  1.08
C  10.73880  11.55323  16.30737  -0.40
C  12.19052  11.99782  16.03854  -0.23
C  12.60917  12.93514  17.17100  -0.18
C  12.39397  12.29893  18.54236  -0.19
C  10.97381  11.76036  18.74296  -0.17
C  10.55443  10.78590  17.60869  -0.18
C  8.67729  9.46286  14.84186  -0.38
C  8.96013  8.30305  13.89888  -0.26
C  9.80957  7.15325  14.40819  -0.23
C  9.27197  6.63013  15.73967  -0.18
C  9.13617  7.78354  16.74207  -0.18
C  8.20399  8.88032  16.19227  -0.18
H  6.68057  11.52052  11.47945  0.04
H  7.49345  9.96765  11.71105  0.02
H  7.59772  10.73649  10.14366  0.02
H  7.71926  13.43978  9.92458  0.10
H  8.06850  15.65755  8.98051  0.12
H  10.23022  16.75386  9.29545  0.11
H  12.11398  15.61274  10.34393  0.05
H  13.05873  13.80141  14.04527  0.08
H  12.65335  16.11499  12.18658  0.11
H  14.03656  15.06506  12.08709  0.08
H  14.13803  17.23095  13.53461  0.11
H  14.86958  15.80009  14.22956  0.10
H  13.16140  17.24758  15.73690  0.11
H  13.16126  15.53183  15.85735  0.09
H  11.33583  17.06455  14.01151  0.11
H  10.84028  16.41381  15.55289  0.11
H  10.38292  15.06150  13.30941  0.11
H  10.77863  14.15098  14.73254  0.09
H  13.69524  11.74796  10.98416  0.03
H  15.08034  13.84259  10.97374  0.01
H  15.77718  12.28753  11.10626  0.12
H  15.63420  14.09633  13.50104  0.08
H  17.02244  13.63187  12.55000  0.12
H  16.88181  12.28174  14.63575  0.12
H  16.64538  11.17934  13.28901  0.13
H  14.40998  12.61152  14.80642  0.09
H  14.83347  10.92463  15.00824  0.11
H  12.93123  11.23024  13.64609  0.01
H  14.28797  10.36439  12.76046  0.12
H  6.86008  13.98485  12.33735  0.10
H  5.70818  14.75206  14.36011  0.11
H  6.40224  13.91150  16.56273  0.11
H  8.12256  12.29553  16.81157  0.11
H  10.21412  12.49630  16.46429  0.08
H  12.20381  12.45561  15.06854  0.03
H  12.82522  11.11222  15.94747  0.08
H  11.95192  13.80076  17.11041  0.11
H  13.64162  13.28529  17.07674  0.11
H  12.61336  13.01598  19.35578  0.12
H  13.14301  11.51107  18.68769  0.12
H  10.26625  12.57588  18.72740  0.11
H  10.88878  11.31174  19.73276  0.12
H  9.53469  10.43070  17.78306  0.09
H  11.17766  9.90519  17.61267  0.09
H  7.78634  9.95909  14.41817  0.11
H  9.31268  8.67579  12.92057  0.03
H  7.97152  7.86348  13.66362  0.13
H  10.83906  7.44758  14.52101  0.03
H  9.82993  6.35893  13.65779  0.11
H  9.91560  5.85201  16.17471  0.12
H  8.30109  6.12891  15.62797  0.12
H  10.12843  8.19089  16.96659  0.09
H  8.76543  7.39727  17.68436  0.11
H  7.99011  9.66585  16.90686  0.08
H  7.22420  8.40536  16.01023  0.13
F  14.41606  6.20956  9.26530  0.16
C  13.44705  6.65137  10.07333  -0.62
F  13.87220  6.45898  11.32320  0.12
F  12.41786  5.80366  9.92963  0.14
C  13.09251  8.08520  9.79203  -0.10
C  13.31969  8.60155  8.51424  0.05
C  12.95169  9.91270  8.24873  0.00
C  12.39910  10.70041  9.24893  -0.12
N  12.15894  10.19095  10.47218  -0.10
C  12.48081  8.92708  10.73954  -0.62
S  11.93466  8.45996  12.36508  0.70
H  13.75676  7.96836  7.74868  0.14
H  13.11486  10.37585  7.29769  0.12
H  12.17484  11.75000  9.11393  0.04
O  12.72345  8.69746  15.87901  -0.06
H  13.42601  8.76066  16.52676  0.05
H  13.02410  8.13733  15.13873  0.03
S  9.25235  7.09659  8.10931  1.04
C  9.16033  8.73596  7.58368  -0.38
C  9.26549  9.57071  8.64648  -0.27
N  9.44793  8.96514  9.87147  -0.02
C  9.49591  7.67946  9.69249  -0.51
H  9.01556  9.01055  6.54522  0.08
H  9.21709  10.63596  8.56108  0.10
H  9.68328  6.95639  10.47214  0.07
Cl  13.60256  13.83984  9.09908  -0.10

## Properties
**Spin multiplicity**: 3
**Orbital gap (spin up / spin down)**: 5.060 / 5.643 eV
**Total charge**: +1
**LUMO (spin up / spin down)**: -4.85 / -4.27 eV



Results for total energy: -12735.7512, -124403.9433 (in eV, following the order of the records).
Results for energy relative to the best compared isomer or geometry (same formula, charge and spin): 0.0, 63.6 (in kcal/mol, following the order of the records).